[1]
DFT (ωB97M-V/def2-TZVPD) results for a molecular structure, C26H31O2OsS6Te.

As for the net charge: +3. The calculation puts the HOMO energy (spin up / spin down) at -0.57740 / -0.57740 hartree. As for the energy above the lowest of the compared OMol25 structures with the same formula, charge and spin: 97.9 kJ/mol. The calculated total energy is -3906.59856 a.u.

Element x y z (Å)
Os: 0.654 0.862 -0.051
C: 3.453 -1.429 0.418
Te: 3.316 0.699 0.203
C: 4.120 0.318 -1.746
C: 4.934 -0.935 -1.534
C: 5.980 -1.258 -2.390
C: 6.702 -2.425 -2.189
C: 6.390 -3.264 -1.127
C: 5.353 -2.943 -0.265
C: 4.619 -1.781 -0.469
H: 2.517 -1.875 0.074
H: 3.603 -1.675 1.467
H: 4.728 1.174 -2.032
H: 3.302 0.197 -2.457
H: 6.234 -0.598 -3.209
H: 7.516 -2.673 -2.855
H: 6.963 -4.166 -0.964
H: 5.120 -3.594 0.568
O: 0.656 0.154 1.806
S: -0.517 0.504 2.828
C: 0.392 0.712 4.392
C: -0.122 -0.371 5.339
C: -0.377 -1.604 4.481
C: -1.193 -1.116 3.289
H: 0.257 1.734 4.739
H: 1.435 0.556 4.108
H: -1.039 -0.043 5.829
H: 0.618 -0.552 6.118
H: -0.925 -2.376 5.019
H: 0.563 -2.039 4.139
H: -2.238 -0.927 3.546
H: -1.158 -1.732 2.391
C: -6.759 -3.026 -1.800
C: -5.566 -2.160 -1.594
C: -5.685 -0.766 -1.653
C: -4.599 0.058 -1.482
C: -4.795 1.545 -1.595
C: -3.318 -0.538 -1.218
C: -2.267 0.338 -0.937
O: -1.069 0.002 -0.639
C: -3.178 -1.967 -1.204
C: -1.859 -2.656 -1.024
C: -4.303 -2.732 -1.382
H: -7.671 -2.538 -1.461
H: -6.651 -3.987 -1.302
H: -6.873 -3.222 -2.871
H: -6.657 -0.333 -1.846
H: -5.825 1.760 -1.868
H: -4.156 1.981 -2.363
H: -4.601 2.056 -0.650
H: -2.469 1.409 -0.971
H: -1.123 -2.302 -1.747
H: -1.979 -3.728 -1.151
H: -1.446 -2.473 -0.029
H: -4.216 -3.811 -1.376
C: -0.109 5.867 1.300
S: 1.075 6.529 0.122
C: 1.609 5.288 -0.910
C: 1.440 3.880 -0.917
S: 0.569 2.990 0.201
S: 2.199 3.020 -2.230
C: 2.973 4.396 -3.006
S: 3.899 4.313 -4.305
S: 2.591 5.911 -2.183
H: -0.467 6.764 1.806
H: 0.368 5.213 2.024
H: -0.942 5.386 0.794

Calculated atomic charges, method Mulliken, unit e:
1. Os 2.14
2. C -0.69
3. Te 0.17
4. C -0.69
5. C 0.38
6. C -0.81
7. C -0.61
8. C -0.62
9. C -0.79
10. C 0.45
11. H 0.35
12. H 0.60
13. H 0.56
14. H 0.47
15. H 0.46
16. H 0.43
17. H 0.43
18. H 0.45
19. O -0.60
20. S 0.31
21. C -0.63
22. C -0.67
23. C -0.61
24. C -0.38
25. H 0.48
26. H 0.28
27. H 0.33
28. H 0.37
29. H 0.42
30. H 0.26
31. H 0.51
32. H 0.07
33. C -1.54
34. C 0.43
35. C -0.75
36. C 1.03
37. C -1.90
38. C 0.41
39. C -0.05
40. O -1.21
41. C 0.74
42. C -1.28
43. C -0.83
44. H 0.41
45. H 0.41
46. H 0.33
47. H 0.43
48. H 0.39
49. H 0.40
50. H 0.39
51. H 0.50
52. H 0.29
53. H 0.44
54. H 0.05
55. H 0.43
56. C -0.87
57. S 0.12
58. C 0.34
59. C 0.06
60. S -0.11
61. S 0.10
62. C -0.06
63. S 0.01
64. S 0.01
65. H 0.40
66. H 0.33
67. H 0.33


[2]
DFT (ωB97M-V/def2-TZVPD) results for a molecular structure, C22H60F3HfN4O12S in a non-equilibrium geometry.

As for the net charge: +3. The calculation puts the HOMO energy at -0.49347 hartree. As for the energy above the lowest of the compared OMol25 structures with the same formula, charge and spin: 0.0 kJ/mol. The calculated total energy is -2740.85917 a.u.

Element x y z (Å)
Hf: -2.020 3.040 2.146
C: 1.529 0.265 1.045
F: 2.145 1.463 1.133
F: 2.218 -0.520 0.276
F: 1.383 -0.237 2.254
S: -0.120 0.537 0.274
O: 0.104 1.017 -1.046
O: -0.873 -0.664 0.410
O: -0.734 1.604 1.152
C: -1.830 -2.881 -1.874
O: -1.325 -4.063 -2.401
H: -2.838 -3.021 -1.482
H: -1.221 -2.497 -1.032
H: -1.868 -2.056 -2.604
H: -0.356 -4.011 -2.416
C: 1.019 -7.189 -3.141
C: 1.834 -6.725 -1.933
C: 2.444 -5.344 -2.188
O: 1.456 -4.339 -2.234
C: 2.009 -3.056 -2.373
N: 0.899 -6.662 -0.782
H: 1.688 -7.381 -3.985
H: 0.303 -6.429 -3.454
H: 0.519 -8.130 -2.925
H: 2.619 -7.457 -1.749
H: 3.037 -5.364 -3.117
H: 3.198 -5.141 -1.412
H: 2.946 -2.920 -1.822
H: 1.310 -2.293 -2.018
H: 2.213 -2.863 -3.433
H: 0.273 -5.889 -1.030
H: 1.369 -6.242 0.029
C: -2.314 2.270 -2.473
C: -1.915 3.281 -1.414
C: -2.148 4.668 -1.997
O: -2.068 5.639 -0.972
C: -2.337 6.968 -1.451
N: -2.781 3.035 -0.144
H: -3.360 2.333 -2.784
H: -2.218 1.272 -2.018
H: -1.660 2.231 -3.343
H: -0.874 3.171 -1.131
H: -3.085 4.736 -2.558
H: -1.343 4.807 -2.731
H: -1.623 7.232 -2.239
H: -2.135 7.673 -0.648
H: -3.354 7.068 -1.821
H: -3.162 2.123 -0.438
H: -3.643 3.589 -0.299
C: 1.297 5.549 0.289
C: 0.520 4.438 0.993
C: 1.120 4.068 2.307
O: 0.273 3.063 2.942
C: 1.066 2.392 3.936
N: -0.938 4.833 1.169
H: 2.301 5.193 0.070
H: 1.358 6.443 0.921
H: 0.813 5.841 -0.643
H: 0.625 3.518 0.409
H: 1.124 4.919 3.012
H: 2.180 3.824 2.260
H: 1.940 1.911 3.486
H: 0.552 1.579 4.428
H: 1.493 3.085 4.666
H: -1.256 5.186 0.216
H: -0.766 5.745 1.632
C: -0.950 -5.253 1.783
C: -0.246 -3.984 2.239
C: 0.946 -3.621 1.364
O: 1.831 -4.700 1.224
C: 2.682 -4.901 2.326
N: -1.167 -2.826 2.248
H: -0.325 -6.132 1.921
H: -1.288 -5.172 0.744
H: -1.869 -5.403 2.360
H: 0.098 -4.140 3.264
H: 1.463 -2.772 1.831
H: 0.587 -3.378 0.359
H: 2.127 -5.119 3.242
H: 3.296 -4.008 2.517
H: 3.366 -5.718 2.120
H: -1.180 -2.403 1.325
H: -2.111 -3.136 2.456
C: -1.985 0.102 3.686
C: -3.162 -0.025 2.800
O: -3.161 1.041 1.759
O: -1.711 1.554 3.893
H: -1.103 -0.352 3.217
H: -2.117 -0.404 4.638
H: -4.091 0.077 3.374
H: -3.285 -0.962 2.263
H: -3.758 0.719 1.068
H: -1.244 1.647 4.738
C: 2.843 3.384 -2.580
C: 1.543 3.222 -3.324
O: 1.096 1.873 -3.405
O: 2.584 3.343 -1.173
H: 3.311 4.314 -2.917
H: 3.481 2.542 -2.863
H: 1.632 3.619 -4.334
H: 0.770 3.832 -2.813
H: 0.677 1.644 -2.567
H: 3.407 3.260 -0.684

Results of the Mulliken charge analysis, in e, for atoms 1 through 99:
1. Hf 1.28
2. C 0.72
3. F -0.15
4. F -0.09
5. F -0.26
6. S 0.62
7. O -0.59
8. O -0.40
9. O 0.18
10. C -0.44
11. O -0.49
12. H 0.36
13. H -0.03
14. H 0.39
15. H 0.33
16. C -1.45
17. C 0.22
18. C -0.68
19. O -0.37
20. C -0.62
21. N -0.74
22. H 0.42
23. H 0.21
24. H 0.40
25. H 0.51
26. H 0.49
27. H 0.31
28. H 0.40
29. H -0.09
30. H 0.37
31. H 0.23
32. H 0.34
33. C -1.65
34. C 1.47
35. C -0.92
36. O -0.50
37. C -0.89
38. N -0.14
39. H 0.49
40. H 0.37
41. H 0.48
42. H -1.01
43. H 0.49
44. H 0.36
45. H 0.36
46. H 0.35
47. H 0.33
48. H 0.37
49. H 0.27
50. C -1.56
51. C 2.30
52. C -1.18
53. O -0.14
54. C -1.08
55. N -0.44
56. H 0.41
57. H 0.49
58. H 0.35
59. H -1.20
60. H 0.65
61. H 0.53
62. H 0.29
63. H 0.46
64. H 0.31
65. H 0.23
66. H 0.51
67. C -1.39
68. C 0.17
69. C 0.31
70. O -0.19
71. C -0.88
72. N -0.16
73. H 0.31
74. H 0.21
75. H 0.49
76. H 0.34
77. H -0.23
78. H 0.01
79. H 0.32
80. H 0.28
81. H 0.30
82. H -0.10
83. H 0.30
84. C -0.09
85. C -0.62
86. O -0.53
87. O -0.71
88. H -0.05
89. H 0.68
90. H 0.47
91. H 0.31
92. H 0.32
93. H 0.39
94. C -0.56
95. C 0.14
96. O -0.55
97. O -0.36
98. H 0.42
99. H 0.29


[3]
DFT (ωB97M-V/def2-TZVPD) results for a gas-phase ion, C4H12N3O (charge +1) in a non-equilibrium geometry.

As for the net charge: +1. The calculation puts the HOMO energy at -0.50238 hartree. As for the energy above the lowest of the compared OMol25 structures with the same formula, charge and spin: 255.9 kJ/mol. The structure (SMILES) is NC(=O)CNCC[NH3+]. The calculated total energy is -398.81985 a.u.

Element x y z (Å)
N: 0.917 -2.412 0.597
C: 0.686 -1.092 0.701
O: 1.399 -0.373 -0.026
C: -0.361 -0.425 1.642
N: -1.115 0.734 1.030
C: -1.351 0.464 -0.413
C: -0.931 1.550 -1.405
N: 0.575 1.390 -1.595
H: 1.558 -2.803 -0.295
H: 0.579 -2.961 1.308
H: 0.121 0.063 2.536
H: -1.000 -1.339 1.813
H: -0.336 1.408 1.161
H: -2.481 0.428 -0.359
H: -1.162 -0.605 -0.858
H: -1.283 2.511 -1.152
H: -1.335 1.301 -2.471
H: 0.958 0.752 -2.349
H: 1.173 2.297 -1.844
H: 1.120 0.968 -0.648

Calculated atomic charges, method Mulliken, unit e:
1. N -0.46
2. C 0.72
3. O -0.76
4. C -0.64
5. N -0.32
6. C -0.66
7. C -0.48
8. N -0.42
9. H 0.33
10. H 0.20
11. H 0.34
12. H 0.36
13. H 0.33
14. H 0.39
15. H 0.21
16. H 0.33
17. H 0.32
18. H 0.39
19. H 0.39
20. H 0.42


[4]
DFT (ωB97M-V/def2-TZVPD) results for 4 unconnected molecules or ions with the total composition C6H14O2 in a non-equilibrium geometry.

As for the net charge: 0. The calculation puts the HOMO energy at -0.27906 hartree. As for the energy above the lowest of the compared OMol25 structures with the same formula, charge and spin: 817.9 kJ/mol. The calculated total energy is -387.19599 a.u.

Element x y z (Å)
C: 1.415 0.133 1.333
C: 1.110 1.075 0.192
C: -0.001 1.698 -0.095
C: -1.333 1.311 0.061
C: -2.537 1.948 0.061
C: 2.124 0.956 -0.972
H: 1.141 -0.873 0.994
H: 0.778 0.382 2.185
H: 2.475 0.143 1.556
H: -5.828 -0.953 0.130
H: -1.466 0.257 0.328
H: -2.643 3.028 0.048
H: -3.390 1.383 0.408
H: 2.789 0.105 -0.767
H: 2.773 1.839 -1.086
H: 1.469 0.874 -1.842
H: -0.270 -3.106 -0.890
H: -5.173 -0.750 -0.168
O: 0.049 -2.519 -0.219
H: 2.947 -2.681 -0.539
H: 1.148 -2.361 -0.298
O: 2.423 -1.888 -0.419

Calculated atomic charges, method Mulliken, unit e:
1. C -1.12
2. C 1.04
3. C -0.30
4. C 0.10
5. C -0.63
6. C -1.06
7. H 0.23
8. H 0.39
9. H 0.38
10. H 0.15
11. H 0.32
12. H 0.30
13. H 0.27
14. H 0.26
15. H 0.33
16. H 0.36
17. H 0.23
18. H -0.15
19. O -0.78
20. H 0.14
21. H 0.42
22. O -0.90